Record 1
55
Properties=species:S:1:pos:R:3:nbo_charge:R:1 method="wB97M-V/def2-TZVPD" total_energy_ha=-2056.72603 orbital_gap_ev=8.318 total_charge=0
C 1.792 -3.321 -1.945 -0.604
C 0.471 -3.024 -2.689 -0.427
C 0.179 -1.559 -2.934 -0.016
C -1.088 -1.104 -2.720 -0.205
C -1.448 0.242 -2.945 0.075
N -2.646 0.823 -2.805 -0.603
S -2.458 2.356 -3.214 0.957
N -0.883 2.419 -3.554 -0.640
C -0.451 1.169 -3.373 0.162
C 0.879 0.705 -3.563 -0.059
C 1.940 1.707 -3.971 -0.471
C 2.941 1.796 -2.767 0.106
C 2.670 2.980 -1.835 -0.192
O 2.405 1.489 -1.549 -0.518
C 1.175 -0.610 -3.368 0.216
N 2.523 -1.080 -3.581 -0.587
C 2.871 -1.100 -4.749 0.891
O 3.138 -1.086 -5.883 -0.481
H 2.584 -3.585 -2.643 0.212
H 1.696 -4.169 -1.268 0.213
H 2.109 -2.443 -1.387 0.212
H 0.465 -3.547 -3.648 0.219
H -0.340 -3.426 -2.084 0.218
H -1.831 -1.808 -2.365 0.227
H 2.527 1.367 -4.822 0.223
H 1.534 2.705 -4.075 0.254
H 3.986 1.555 -2.944 0.195
H 3.343 3.096 -0.992 0.208
H 1.650 3.257 -1.595 0.217
O -2.499 -1.043 2.709 -1.035
P -1.337 -0.162 2.948 2.492
O 0.004 -1.021 2.702 -0.798
C 0.306 -1.465 1.373 -0.072
C 0.892 -0.358 0.518 -0.632
O -1.287 -0.055 4.579 -0.830
C -2.421 -0.392 5.377 -0.061
C -2.288 -1.790 5.944 -0.629
O -0.665 1.298 2.761 -0.762
C -1.523 2.460 2.647 -0.073
C -2.062 2.912 3.990 -0.638
H -0.595 -1.880 0.908 0.181
H 1.027 -2.276 1.476 0.187
H 0.153 0.421 0.320 0.203
H 1.234 -0.751 -0.436 0.219
H 1.731 0.116 1.026 0.222
H -3.345 -0.287 4.808 0.187
H -2.460 0.334 6.193 0.173
H -2.092 -2.517 5.156 0.221
H -3.196 -2.081 6.474 0.208
H -1.449 -1.838 6.640 0.207
H -2.338 2.252 1.950 0.182
H -0.909 3.246 2.210 0.192
H -2.842 2.239 4.350 0.211
H -2.498 3.908 3.906 0.217
H -1.271 2.928 4.739 0.227

---

Record 2
58
Properties=species:S:1:pos:R:3:nbo_charge:R:1 method="wB97M-V/def2-TZVPD" total_energy_ha=-3094.03470 orbital_gap_ev="5.828 / 8.847" total_charge=+1 s2=3.77 multiplicity=4
V -0.622 -0.391 -0.530 1.100
P -2.804 0.139 -1.137 0.900
C -2.478 0.885 -2.781 -0.754
C -1.020 0.896 -3.182 0.249
N -0.006 0.533 -2.367 -0.525
C 1.286 0.829 -2.698 0.212
C 1.590 1.528 -3.866 -0.229
C 0.547 1.866 -4.734 -0.136
C -0.755 1.514 -4.395 -0.219
C 2.376 0.525 -1.673 -0.754
P 2.689 -1.194 -1.137 1.248
H -1.550 1.786 -5.085 0.238
H 2.645 1.774 -4.101 0.235
H 0.776 2.392 -5.662 0.242
H 3.336 0.885 -2.085 0.272
H 2.179 1.094 -0.750 0.298
H -3.206 0.423 -3.453 0.265
H -2.840 1.914 -2.706 0.267
H -0.952 -3.284 -4.414 0.455
O -1.151 -3.684 -5.277 -0.921
H -2.117 -3.782 -5.160 0.467
H 1.720 -2.212 -0.914 0.138
O -0.056 -2.154 -0.235 -1.159
H -0.429 -2.909 0.299 0.485
C 3.540 -2.021 -2.478 -0.957
H 4.403 -1.445 -2.838 0.255
H 3.846 -2.997 -2.082 0.270
H 2.804 -2.174 -3.285 0.271
C 3.693 -1.115 0.362 -0.956
H 3.541 -2.042 0.940 0.279
H 4.741 -1.012 0.047 0.262
H 3.410 -0.272 1.014 0.285
C -3.739 1.440 -0.330 -0.938
H -4.753 1.402 -0.738 0.239
H -3.741 1.298 0.756 0.264
H -3.282 2.410 -0.550 0.250
C -3.775 -1.387 -1.195 -0.938
H -4.006 -1.677 -0.158 0.269
H -4.684 -1.179 -1.763 0.238
H -3.209 -2.211 -1.656 0.257
O -1.345 -0.391 1.479 -0.691
C -0.222 0.169 1.784 0.740
O 0.682 0.459 0.902 -0.772
C -0.021 0.516 3.189 -0.111
C 0.920 1.443 3.625 -0.131
C 1.050 1.684 4.999 0.024
C 0.274 1.050 5.963 -0.120
C -0.610 0.089 5.493 0.013
C -0.778 -0.191 4.126 -0.098
N -1.425 -0.641 6.423 0.498
O -1.324 -0.412 7.644 -0.345
O -2.248 -1.464 5.970 -0.363
N 1.957 2.732 5.433 0.500
O 2.649 3.303 4.561 -0.368
O 2.088 2.946 6.658 -0.344
H 1.551 1.969 2.917 0.268
H 0.348 1.295 7.015 0.296
H -1.493 -0.946 3.812 0.281

---

Record 3
50
Properties=species:S:1:pos:R:3:nbo_charge:R:1 method="wB97M-V/def2-TZVPD" total_energy_ha=-1071.00587 orbital_gap_ev=8.339 total_charge=0 relative_energy_kcal_mol=53.57 smiles="CCN1C(=O)N(C(=O)N[C@H]2C[C@H]3CC[C@@H](C2)N3C)[C@H]2C=CC=C[C@H]21"
C -0.310 -1.274 -4.346 -0.612
C -0.873 0.124 -4.022 -0.204
N -0.088 0.801 -3.003 -0.441
C -0.118 0.574 -1.631 0.814
O -0.730 -0.331 -1.097 -0.659
N 0.567 1.539 -0.959 -0.483
C 0.594 1.763 0.411 0.808
O 1.117 2.717 0.915 -0.647
N -0.030 0.843 1.218 -0.669
C -0.067 0.774 2.662 -0.035
C -1.511 0.678 3.240 -0.409
C -2.067 -0.766 3.157 -0.041
C -2.030 -1.556 1.841 -0.455
C -0.624 -2.201 1.847 -0.442
C 0.018 -1.750 3.204 -0.051
C 0.798 -0.425 3.119 -0.411
N -1.190 -1.571 4.042 -0.472
C -1.845 -2.737 4.667 -0.403
C 1.324 2.330 -1.919 -0.075
C 2.768 1.956 -1.809 -0.160
C 3.555 1.685 -2.919 -0.235
C 2.978 1.634 -4.268 -0.219
C 1.632 1.780 -4.442 -0.172
C 0.673 2.017 -3.279 -0.073
H -0.352 -1.873 -3.441 0.226
H -0.936 -1.728 -5.115 0.207
H 0.708 -1.227 -4.713 0.210
H -1.909 0.046 -3.653 0.212
H -0.834 0.710 -4.930 0.200
H -0.526 0.086 0.750 0.433
H 0.347 1.718 3.073 0.232
H -1.539 0.975 4.269 0.223
H -2.170 1.393 2.727 0.210
H -3.095 -0.767 3.537 0.204
H -2.820 -2.317 1.817 0.213
H -2.210 -0.968 0.962 0.224
H -0.639 -3.274 1.765 0.213
H 0.022 -1.846 1.001 0.217
H 0.691 -2.507 3.597 0.210
H 1.680 -0.508 2.463 0.215
H 1.175 -0.159 4.099 0.216
H -1.250 -3.111 5.502 0.200
H -2.818 -2.492 5.075 0.201
H -2.015 -3.523 3.971 0.164
H 1.246 3.401 -1.696 0.239
H 3.233 2.016 -0.823 0.231
H 4.616 1.397 -2.817 0.219
H 3.677 1.403 -5.064 0.218
H 1.166 1.682 -5.435 0.209
H 0.010 2.871 -3.546 0.197

---

Record 4
61
Properties=species:S:1:pos:R:3:nbo_charge:R:1 method="wB97M-V/def2-TZVPD" total_energy_ha=-4589.92160 orbital_gap_ev="7.694 / 8.295" total_charge=+1 relative_energy_kcal_mol=18.19 s2=2.00 multiplicity=3
Pd 0.949 0.463 0.585 1.323
N 3.844 1.727 -2.879 -0.705
C 2.834 1.214 -1.865 -0.658
C 1.910 0.205 -2.540 -0.633
P 3.900 0.493 -0.522 2.378
O 3.909 -1.046 -1.000 -1.013
O 5.234 1.121 -0.699 -1.130
O 3.148 0.611 0.785 -1.157
P 1.867 2.748 -1.404 2.390
O 3.070 3.768 -1.098 -1.009
O 1.177 3.117 -2.655 -1.127
O 1.093 2.500 -0.127 -1.168
H 4.009 1.037 -3.611 0.424
H 4.725 1.865 -2.334 0.490
H 3.528 2.597 -3.317 0.452
H 2.481 -0.593 -3.018 0.232
H 1.259 0.700 -3.260 0.248
H 1.285 -0.302 -1.794 0.217
H 4.656 -1.538 -0.638 0.516
H 3.214 3.907 -0.155 0.523
O -4.908 1.240 -4.440 -0.648
C -5.135 0.585 -3.289 0.780
O -6.159 -0.012 -3.124 -0.545
C -4.075 0.649 -2.218 -0.178
C -2.844 1.282 -2.365 -0.158
C -1.915 1.270 -1.335 -0.240
C -2.247 0.641 -0.141 0.187
C -3.472 0.006 0.026 -0.270
C -4.380 0.009 -1.019 -0.138
N -1.268 0.634 0.887 -0.465
C -1.577 0.913 2.087 0.139
C -0.525 0.918 3.126 0.116
C -0.808 1.147 4.459 -0.198
C 0.252 1.149 5.366 -0.137
C 1.534 0.930 4.900 -0.220
C 1.739 0.713 3.540 0.088
N 0.726 0.701 2.686 -0.442
H -4.070 1.716 -4.425 0.484
H -2.561 1.801 -3.273 0.215
H -0.967 1.781 -1.451 0.260
H -3.711 -0.512 0.947 0.217
H -5.339 -0.482 -0.929 0.257
H -2.591 1.168 2.390 0.204
H -1.823 1.330 4.782 0.239
H 0.069 1.328 6.416 0.242
H 2.384 0.934 5.567 0.246
H 2.720 0.556 3.107 0.255
C 0.759 -4.622 0.709 -0.991
As -0.153 -2.943 0.640 1.991
C -1.297 -2.929 -0.898 -1.003
C -1.273 -2.821 2.195 -1.001
O 0.973 -1.721 0.573 -1.181
H 0.045 -5.443 0.693 0.253
H 1.353 -4.661 1.620 0.260
H 1.421 -4.685 -0.153 0.263
H -2.074 -3.686 -0.797 0.255
H -0.697 -3.136 -1.783 0.259
H -1.754 -1.944 -0.992 0.256
H -1.890 -3.715 2.274 0.256
H -1.914 -1.947 2.110 0.239
H -0.641 -2.734 3.078 0.257

---

Record 5
48
Properties=species:S:1:pos:R:3:nbo_charge:R:1 method="wB97M-V/def2-TZVPD" total_energy_ha=-1066.88603 orbital_gap_ev="5.427 / 4.028" total_charge=-2 relative_energy_kcal_mol=16.36
Bi -0.843 0.949 -0.236 1.548
C -1.886 -1.322 1.730 -0.347
C -2.685 -0.677 0.714 -0.472
C -2.464 -1.410 -0.527 -0.395
H -3.506 0.031 0.900 0.216
C -1.565 -2.468 -0.253 -0.330
C -1.242 -2.430 1.133 -0.308
H -0.576 -3.122 1.638 0.193
H -1.893 -1.072 2.790 0.193
H -3.006 -1.243 -1.473 0.204
H -1.226 -3.223 -0.962 0.192
C 2.342 0.735 0.966 -0.327
C 2.598 -0.620 1.356 -0.374
C 2.556 -1.418 0.176 -0.349
H 2.757 -0.982 2.379 0.174
C 2.362 -0.583 -0.949 -0.366
C 2.196 0.767 -0.467 -0.419
H 2.163 1.666 -1.077 0.199
H 2.303 1.603 1.630 0.201
H 2.580 -2.523 0.168 0.174
H 2.309 -0.894 -1.988 0.177
O -2.337 2.628 -0.954 -0.887
C 0.045 0.264 -4.455 -0.065
C -1.022 1.081 -3.997 -0.401
C -0.085 -1.234 -4.402 -0.634
C 1.376 0.951 -4.709 -0.644
C -1.849 2.698 -2.202 -0.184
H -2.052 0.651 -3.682 0.200
H -1.240 2.061 -4.459 0.178
H -0.836 3.238 -2.353 0.111
H -2.595 2.929 -3.067 0.101
H -0.012 -1.627 -5.427 0.182
H -1.088 -1.591 -4.070 0.224
H 0.775 -1.685 -3.866 0.214
H 1.470 1.160 -5.802 0.180
H 2.285 0.379 -4.409 0.217
H 1.361 1.982 -4.252 0.226
C -0.990 2.608 3.120 -0.629
C -0.695 3.342 1.830 0.070
C 0.311 4.437 2.200 -0.617
O 0.078 2.432 1.000 -0.992
H -0.059 2.106 3.453 0.217
H -1.763 1.834 3.065 0.211
H -1.256 3.342 3.891 0.169
H -1.578 3.664 1.226 0.187
H 1.243 3.904 2.493 0.217
H 0.555 5.102 1.358 0.201
H -0.078 5.020 3.062 0.167